(1)
Computed, not measured: a gas-phase ion, C11H23F3NO5S (charge +1) at a distorted geometry, with wB97M-V/def2-TZVPD.

Element x y z (Å)
C 3.533 -2.655 0.129
C 3.703 -1.889 1.461
C 2.490 -1.033 1.829
C 1.840 -0.372 0.620
O 1.105 0.758 1.137
N 0.118 1.187 0.225
C -0.980 1.762 1.072
C -1.763 0.567 1.627
C -2.782 0.112 0.590
C -3.136 -1.364 0.781
S -2.353 -2.311 -0.515
O -2.176 -3.619 -0.032
O -1.112 -1.682 -0.881
O -3.346 -2.333 -1.730
C 0.775 2.150 -0.708
C -0.133 2.939 -1.661
O 0.662 3.637 -2.559
C -1.161 2.056 -2.431
F -1.252 2.462 -3.660
F -2.368 2.206 -1.908
F -0.817 0.786 -2.484
H 4.062 -3.596 0.119
H 3.842 -2.004 -0.677
H 2.479 -2.888 -0.001
H 3.897 -2.594 2.255
H 4.556 -1.227 1.376
H 1.732 -1.602 2.356
H 2.814 -0.267 2.527
H 1.206 -1.115 0.146
H 2.646 -0.026 -0.021
H -0.264 0.353 -0.256
H -0.515 2.282 1.897
H -1.671 2.366 0.503
H -1.089 -0.259 1.825
H -2.256 0.841 2.551
H -3.662 0.734 0.577
H -2.284 0.176 -0.370
H -4.203 -1.484 0.651
H -2.797 -1.803 1.707
H -2.842 -2.403 -2.561
H 1.474 1.595 -1.324
H 1.384 2.810 -0.112
H -0.690 3.685 -1.107
H 1.330 3.064 -2.964

Atomic forces in eV per Å
C -0.532 0.486 0.796
C -0.217 -0.183 -0.662
C -0.072 0.085 0.229
C 1.108 -0.430 0.836
O -0.505 -0.411 -0.149
N 0.011 0.774 0.002
C -0.303 -1.198 0.971
C -0.292 0.373 -0.476
C 0.534 -0.526 0.399
C -0.726 0.742 -1.481
S 1.149 -0.934 1.080
O -0.487 -1.562 0.538
O 0.297 1.311 -0.627
O -0.176 0.700 -0.075
C -0.077 -0.240 -0.647
C 0.087 -0.434 0.162
O 0.487 0.191 0.097
C 0.629 1.737 0.017
F -0.025 0.560 -1.677
F -0.946 -0.545 0.967
F 0.192 -1.534 0.597
H 0.352 -0.058 -0.132
H 0.131 -0.179 -0.452
H -0.114 -0.229 -0.202
H 0.086 -0.056 0.354
H 0.325 0.015 0.086
H -0.152 -0.281 0.050
H 0.024 0.272 0.087
H -0.357 0.333 -0.375
H -0.162 0.178 -0.469
H 0.167 0.008 -0.213
H 0.320 0.499 -0.175
H 0.290 0.398 -0.337
H 0.285 -0.042 0.286
H 0.030 0.047 0.261
H -0.232 0.244 -0.004
H -0.324 0.305 -0.379
H -0.262 -0.411 0.212
H 0.066 -0.213 0.148
H -0.087 0.033 0.074
H 0.026 -0.428 -0.008
H -0.131 0.349 0.351
H -0.240 0.174 -0.011
H -0.175 0.081 -0.050

Results
F_max = 0.0359 hartree/bohr
HOMO = -0.5211 Ha
Orbital gap = 11.84 eV
Molecular weight = 338.368 g/mol
Net charge = +1
Calculated total energy = -1561.36527 hartree
SMILES string = CCCCO[N@@H+](CCCCS(=O)(=O)O)C[C@@H](O)C(F)(F)F
Energy relative to the best compared isomer or geometry (same formula, charge and spin) = 20.4 kcal per mole


(2)
Computed, not measured: 2 unconnected molecules or ions with the total composition C2H7NO3, with wB97M-V/def2-TZVPD.

Element x y z (Å)
O -0.375 1.689 0.796
C -0.329 0.866 1.673
O 0.301 -0.291 1.607
H -0.714 0.976 2.692
H 0.714 -0.431 0.696
N 1.242 -0.684 -0.950
C 0.006 -1.075 -1.635
O -1.104 -0.487 -1.067
H 1.611 0.168 -1.348
H 1.970 -1.381 -0.945
H -0.115 -2.148 -1.538
H 0.070 -0.822 -2.698
H -1.068 0.478 -1.035

Atomic forces in eV per Å
O -0.364 0.245 -0.155
C 0.861 -0.433 0.215
O 0.148 -0.230 -0.092
H -0.407 0.324 -0.025
H -0.268 0.210 0.121
N -0.182 0.197 0.227
C 0.685 0.170 -0.419
O -0.899 -0.013 0.381
H 0.140 0.061 0.072
H -0.001 -0.217 -0.208
H -0.066 -0.134 0.025
H 0.009 -0.071 -0.110
H 0.345 -0.109 -0.032

Results
F_max = 0.0192 hartree/bohr
HOMO = -0.3733 Ha
Orbital gap = 10.92 eV
Molecular weight = 93.082 g/mol
Net charge = 0
Calculated total energy = -360.88663 hartree
SMILES string = O=CO.NCO
Energy relative to the best compared isomer or geometry (same formula, charge and spin) = 17.0 kcal per mole


(3)
Computed, not measured: a gas-phase ion, C14H20F2N3O (charge +1), with wB97M-V/def2-TZVPD.

Element x y z (Å)
C 2.014 1.703 0.041
C 0.913 1.223 -0.896
C 0.079 0.065 -0.276
O -0.018 -0.959 -0.942
N -0.455 0.298 0.919
C -1.232 -0.570 1.716
C -1.655 -0.097 2.955
C -2.416 -0.898 3.784
C -2.758 -2.178 3.380
F -3.491 -2.951 4.180
C -2.335 -2.649 2.140
F -2.658 -3.879 1.737
C -1.573 -1.852 1.304
N 1.367 0.655 -2.202
C 0.831 1.368 -3.378
C 1.433 2.778 -3.463
N 2.687 2.822 -2.726
C 3.391 4.070 -2.943
C 3.488 1.651 -3.034
C 2.817 0.417 -2.406
H 2.693 2.354 -0.503
H 2.562 0.878 0.487
H 1.578 2.290 0.845
H 0.246 2.062 -1.113
H -0.292 1.202 1.344
H -1.392 0.899 3.277
H -2.750 -0.547 4.746
H -1.261 -2.247 0.351
H 0.890 -0.306 -2.129
H 1.096 0.784 -4.261
H -0.258 1.409 -3.317
H 0.764 3.522 -3.022
H 1.569 3.043 -4.524
H 3.689 4.211 -3.989
H 4.282 4.091 -2.319
H 2.743 4.894 -2.652
H 4.483 1.782 -2.607
H 3.610 1.514 -4.120
H 3.272 0.161 -1.452
H 2.925 -0.443 -3.070

Atomic forces in eV per Å
C 0.081 -0.067 -0.055
C -0.079 0.184 0.604
C 0.263 0.557 -0.331
O -0.173 -0.385 0.098
N 0.087 0.330 0.083
C -0.379 -0.451 0.351
C 0.076 -0.057 -0.197
C -0.039 -0.275 -0.161
C 0.099 0.077 -0.130
F 0.039 -0.051 -0.122
C 0.002 0.224 0.191
F -0.032 0.095 0.143
C -0.037 -0.072 0.004
N -0.385 -0.750 -0.004
C -0.222 0.473 -0.515
C 0.000 0.089 0.114
N -0.047 -0.157 -0.234
C 0.016 0.041 0.036
C -0.093 0.050 0.020
C 0.785 -0.002 -0.059
H -0.041 0.008 0.081
H 0.022 -0.082 0.071
H -0.066 0.030 0.080
H 0.038 -0.102 -0.085
H 0.075 -0.124 -0.206
H 0.036 0.137 0.046
H -0.047 0.014 0.102
H -0.018 -0.044 -0.003
H 0.228 0.498 -0.100
H -0.015 -0.062 0.136
H 0.077 -0.109 0.055
H -0.040 -0.047 -0.088
H -0.049 -0.050 0.047
H 0.012 0.011 -0.049
H 0.056 0.065 0.011
H 0.017 0.093 -0.009
H -0.027 -0.065 -0.035
H 0.043 -0.004 0.039
H -0.111 -0.028 -0.046
H -0.150 0.006 0.112

Results
F_max = 0.0164 hartree/bohr
HOMO = -0.4285 Ha
Orbital gap = 9.12 eV
Molecular weight = 284.330 g/mol
Net charge = +1
Calculated total energy = -984.48686 hartree
SMILES string = C[C@H](C(=O)Nc1ccc(F)c(F)c1)[NH+]1CCN(C)CC1


(4)
Computed, not measured: a molecular structure, C23H33N5O at a distorted geometry, with wB97M-V/def2-TZVPD.

Element x y z (Å)
C 5.114 2.155 0.268
C 3.881 2.205 -0.729
C 2.636 1.796 -0.557
C 2.242 1.322 0.876
H 1.180 1.565 0.998
C 2.785 -0.187 1.200
C 2.418 -1.262 0.155
C 3.029 -2.360 0.116
H 2.866 -2.805 1.100
H 2.621 -3.156 -0.543
H 4.146 -2.417 -0.145
C 0.881 -1.270 -0.131
N 0.348 -1.940 -1.044
C -0.824 -2.967 -1.084
C -2.087 -1.958 -0.829
H -2.862 -2.858 -0.631
H -1.998 -1.502 0.256
C -2.240 -1.258 -1.970
N -3.576 -0.318 -2.059
C -3.981 0.222 -0.945
C -5.070 1.116 -1.455
C -4.990 0.528 -2.859
N -4.120 -0.207 -3.177
H -5.721 0.834 -3.573
H -5.810 1.859 -1.122
N -3.711 0.294 0.406
C -2.489 0.863 1.135
O -1.626 1.276 0.134
C -2.325 0.632 2.498
C -1.212 0.409 3.103
C -1.138 0.426 4.309
C -2.264 0.726 5.148
N -3.481 0.836 4.558
C -3.488 0.988 3.393
H -4.451 1.211 2.941
H -2.339 0.456 6.047
H -0.226 0.367 4.885
H -0.286 0.067 2.471
H -4.334 -0.009 1.029
C -0.921 -0.460 -2.420
C 0.142 -1.392 -2.252
H 0.288 -2.148 -3.263
H 1.198 -0.643 -2.445
H -0.873 0.407 -1.382
H -1.063 0.241 -3.339
H -2.630 -1.812 -2.844
H -0.982 -3.570 -1.771
H -0.765 -3.572 0.018
H 0.485 -1.875 0.758
H 0.412 -0.443 0.010
H 2.576 -0.670 -1.014
H 2.272 -0.457 2.010
H 3.611 -0.123 1.127
H 2.627 1.830 1.770
H 1.962 1.709 -1.168
C 4.388 2.450 -2.166
H 4.746 3.806 -2.049
H 3.670 2.536 -2.815
H 5.225 2.051 -2.585
H 5.611 2.869 0.222
H 4.729 2.270 1.324
H 5.795 1.316 0.099

Atomic forces in eV per Å
C -10.062 -10.244 1.753
C 3.266 -1.355 -2.067
C 7.357 0.589 10.060
C 0.038 -0.854 -0.138
H -0.222 -1.030 -0.111
C -19.013 0.502 -4.105
C -6.783 14.942 -6.193
C 6.943 -12.672 0.058
H 0.653 -0.766 0.575
H -0.187 0.645 -0.067
H -1.351 0.468 0.720
C 4.099 -3.315 10.186
N -4.407 -9.776 -8.877
C 1.506 7.540 14.065
C 0.105 -7.724 6.949
H 0.644 2.398 -0.606
H 0.247 -0.437 -2.647
C -2.923 5.596 -7.542
N 11.244 -6.783 6.417
C -6.017 6.798 -0.833
C 2.223 -4.341 -3.129
C -11.890 10.703 2.398
N 4.795 -4.642 -3.284
H -0.494 0.286 -0.662
H 0.668 -0.767 0.207
N 6.849 1.699 1.872
C 1.046 -0.476 -12.684
O -3.483 -1.374 6.812
C -6.933 3.215 0.557
C 6.052 -2.575 -11.971
C 0.119 1.774 15.801
C 0.591 -0.794 -8.532
N 1.077 0.120 10.925
C 0.346 -0.462 -12.386
H 0.029 0.195 -0.569
H 0.238 -1.306 7.536
H 0.311 -0.492 -0.246
H -1.690 0.920 1.001
H -3.421 -1.678 2.283
C -4.765 4.591 3.491
C 7.480 2.444 -7.445
H -0.633 1.587 2.791
H -2.478 -1.945 0.092
H 0.125 -2.456 -3.347
H 0.430 -1.888 1.435
H 1.043 -0.800 0.423
H -0.458 -5.147 -6.982
H -0.031 1.274 -3.062
H 0.324 0.697 0.400
H -1.993 6.407 1.019
H 0.564 -1.099 2.777
H -1.017 -1.189 4.112
H 19.179 1.426 -0.127
H 0.608 0.631 -0.740
H -6.863 -0.659 -7.056
C 1.637 6.370 5.767
H -0.760 -3.797 -0.609
H -4.196 0.105 -3.677
H 2.420 -1.652 -0.456
H 7.999 11.930 -1.680
H 0.414 -1.032 -0.841
H -0.599 -0.327 0.188

Results
F_max = 0.3784 hartree/bohr
HOMO = -0.2824 Ha
Orbital gap = 6.57 eV
Molecular weight = 395.551 g/mol
Net charge = 0
Calculated total energy = -1244.30677 hartree
Energy relative to the best compared isomer or geometry (same formula, charge and spin) = 639.2 kcal per mole


Q: What is the F_max in the second record?
A: 0.0192 hartree/bohr


Copy entry 3 word for word.
Computed, not measured: a gas-phase ion, C14H20F2N3O (charge +1), with wB97M-V/def2-TZVPD.

Element x y z (Å)
C 2.014 1.703 0.041
C 0.913 1.223 -0.896
C 0.079 0.065 -0.276
O -0.018 -0.959 -0.942
N -0.455 0.298 0.919
C -1.232 -0.570 1.716
C -1.655 -0.097 2.955
C -2.416 -0.898 3.784
C -2.758 -2.178 3.380
F -3.491 -2.951 4.180
C -2.335 -2.649 2.140
F -2.658 -3.879 1.737
C -1.573 -1.852 1.304
N 1.367 0.655 -2.202
C 0.831 1.368 -3.378
C 1.433 2.778 -3.463
N 2.687 2.822 -2.726
C 3.391 4.070 -2.943
C 3.488 1.651 -3.034
C 2.817 0.417 -2.406
H 2.693 2.354 -0.503
H 2.562 0.878 0.487
H 1.578 2.290 0.845
H 0.246 2.062 -1.113
H -0.292 1.202 1.344
H -1.392 0.899 3.277
H -2.750 -0.547 4.746
H -1.261 -2.247 0.351
H 0.890 -0.306 -2.129
H 1.096 0.784 -4.261
H -0.258 1.409 -3.317
H 0.764 3.522 -3.022
H 1.569 3.043 -4.524
H 3.689 4.211 -3.989
H 4.282 4.091 -2.319
H 2.743 4.894 -2.652
H 4.483 1.782 -2.607
H 3.610 1.514 -4.120
H 3.272 0.161 -1.452
H 2.925 -0.443 -3.070

Atomic forces in eV per Å
C 0.081 -0.067 -0.055
C -0.079 0.184 0.604
C 0.263 0.557 -0.331
O -0.173 -0.385 0.098
N 0.087 0.330 0.083
C -0.379 -0.451 0.351
C 0.076 -0.057 -0.197
C -0.039 -0.275 -0.161
C 0.099 0.077 -0.130
F 0.039 -0.051 -0.122
C 0.002 0.224 0.191
F -0.032 0.095 0.143
C -0.037 -0.072 0.004
N -0.385 -0.750 -0.004
C -0.222 0.473 -0.515
C 0.000 0.089 0.114
N -0.047 -0.157 -0.234
C 0.016 0.041 0.036
C -0.093 0.050 0.020
C 0.785 -0.002 -0.059
H -0.041 0.008 0.081
H 0.022 -0.082 0.071
H -0.066 0.030 0.080
H 0.038 -0.102 -0.085
H 0.075 -0.124 -0.206
H 0.036 0.137 0.046
H -0.047 0.014 0.102
H -0.018 -0.044 -0.003
H 0.228 0.498 -0.100
H -0.015 -0.062 0.136
H 0.077 -0.109 0.055
H -0.040 -0.047 -0.088
H -0.049 -0.050 0.047
H 0.012 0.011 -0.049
H 0.056 0.065 0.011
H 0.017 0.093 -0.009
H -0.027 -0.065 -0.035
H 0.043 -0.004 0.039
H -0.111 -0.028 -0.046
H -0.150 0.006 0.112

Results
F_max = 0.0164 hartree/bohr
HOMO = -0.4285 Ha
Orbital gap = 9.12 eV
Molecular weight = 284.330 g/mol
Net charge = +1
Calculated total energy = -984.48686 hartree
SMILES string = C[C@H](C(=O)Nc1ccc(F)c(F)c1)[NH+]1CCN(C)CC1


Q: Look up the orbital gap of the fourth one.
A: 6.57 eV


Q: Which value of net charge does entry 3 give?
A: +1